[1]
{
  "formula": "C41H36N5O2",
  "method": "ωB97M-V with the def2-TZVPD basis set",
  "elements": ["C", "C", "C", "C", "N", "C", "N", "C", "C", "C", "C", "C", "C", "C", "C", "C", "C", "C", "C", "C", "N", "C", "C", "H", "H", "H", "H", "H", "H", "H", "H", "H", "H", "H", "H", "H", "H", "H", "C", "O", "C", "C", "C", "C", "C", "C", "N", "C", "C", "C", "C", "C", "C", "N", "C", "C", "C", "C", "C", "O", "C", "C", "C", "H", "H", "H", "H", "H", "H", "H", "H", "H", "H", "H", "H", "H", "H", "H", "H", "H", "H", "H", "H", "H"],
  "xyz": [[2.46052, 4.45331, -3.21574], [1.31069, 3.69550, -2.90168], [1.40169, 2.62095, -2.00752], [2.61122, 2.39738, -1.34812], [2.71584, 1.43326, -0.35868], [1.82409, 0.52427, 0.09261], [2.60907, -0.26646, 0.91794], [2.33124, -1.61361, 1.22539], [1.00802, -2.01070, 1.07644], [0.63534, -3.31617, 1.42723], [1.62273, -4.22990, 1.83384], [2.97016, -3.85870, 1.86299], [3.33460, -2.54144, 1.51810], [3.88032, 0.33446, 1.07007], [4.85237, 0.09272, 2.13525], [6.19241, 0.53693, 2.00328], [7.10792, 0.33767, 3.03874], [6.71166, -0.24517, 4.25396], [5.36541, -0.60441, 4.42905], [4.44368, -0.41080, 3.39481], [3.97270, 1.31104, 0.20200], [3.76130, 3.12982, -1.65284], [3.69532, 4.15488, -2.60768], [2.38880, 5.27702, -3.93446], [0.35102, 3.95078, -3.35648], [0.57447, 1.94924, -1.77518], [0.31619, -1.25485, 0.69973], [-0.41259, -3.62640, 1.36842], [1.33754, -5.25771, 2.13545], [3.75357, -4.58005, 2.13471], [4.38577, -2.25249, 1.51507], [6.50805, 1.03111, 1.08181], [8.14936, 0.64629, 2.93019], [7.42340, -0.41425, 5.06055], [5.02783, -1.02399, 5.37573], [3.39377, -0.66036, 3.55742], [4.69190, 2.90096, -1.14214], [4.59159, 4.71883, -2.86810], [-3.63207, 3.88460, 4.76529], [-3.25818, 3.46328, 3.42305], [-3.13487, 2.13161, 3.17316], [-2.67445, 1.76159, 1.87934], [-2.53219, 0.42529, 1.58285], [-2.93917, -0.55111, 2.52870], [-3.40304, -0.21628, 3.79254], [-3.48882, 1.13394, 4.12812], [-2.80075, -1.81217, 1.94696], [-3.13553, -3.08729, 2.57100], [-2.34276, -1.67341, 0.66980], [-2.07344, -0.30309, 0.39303], [-1.56880, 0.26038, -0.78763], [-1.49790, -0.48277, -2.00394], [-0.81402, -1.70362, -2.12533], [-1.00275, -2.21957, -3.37356], [-0.44820, -3.48154, -3.84295], [-1.84915, -1.39822, -4.10623], [-2.21876, -0.29670, -3.28732], [-3.22817, 0.55416, -3.75281], [-3.76684, 0.33514, -5.05877], [-4.76843, 1.06738, -5.62158], [-5.39388, 2.12384, -4.87338], [-3.30878, -0.73424, -5.87476], [-2.36399, -1.61701, -5.37888], [-3.62328, 4.97670, 4.72834], [-4.63785, 3.52419, 5.02657], [-2.89931, 3.52507, 5.50287], [-2.44069, 2.52585, 1.14479], [-3.71264, -0.98965, 4.49022], [-3.86994, 1.43022, 5.10666], [-3.43522, -2.91909, 3.60884], [-3.95985, -3.56538, 2.02382], [-2.27559, -3.77400, 2.55713], [-2.24171, -2.53301, 0.00433], [-1.35744, 1.34234, -0.79895], [-0.21003, -2.21520, -1.37483], [-0.76443, -3.66783, -4.87468], [0.64851, -3.45349, -3.79522], [-0.79829, -4.29684, -3.19574], [-3.60783, 1.37259, -3.14131], [-6.11062, 2.56775, -5.56615], [-5.91947, 1.72132, -3.99696], [-4.65269, 2.87281, -4.56517], [-3.74303, -0.85929, -6.86445], [-2.04263, -2.47818, -5.95895]],
  "multiplicity": 1,
  "e_homo_ev": -10.18,
  "total_charge": 1,
  "homo_lumo_gap_ha": 0.2183
}

[2]
{
  "formula": "C2H2NO3S2",
  "method": "ωB97M-V with the def2-TZVPD basis set",
  "elements": ["C", "C", "N", "O", "O", "O", "S", "S", "H", "H"],
  "xyz": [[1.15755, -0.56291, -0.60027], [0.47807, -0.57275, 0.75251], [0.68674, 0.24333, -1.49773], [2.23592, -1.13788, -0.68100], [-2.69036, 0.35235, 0.84472], [-0.43906, 2.11316, -0.27178], [-1.79456, -0.50448, 0.08479], [-0.68633, 1.07079, -1.28746], [0.62293, -1.35481, 1.45368], [0.42910, 0.35320, 1.20254]],
  "de_lowest_kj_mol": 246.0,
  "multiplicity": 1,
  "e_homo_ev": -4.32,
  "total_charge": -1,
  "homo_lumo_gap_ha": 0.2832
}

[3]
{
  "formula": "C17H33GeIN2O8PdSi3",
  "method": "ωB97M-V with the def2-TZVPD basis set",
  "elements": ["Pd", "O", "C", "O", "C", "C", "C", "C", "C", "C", "O", "N", "O", "O", "N", "O", "O", "H", "H", "O", "H", "H", "C", "Si", "C", "C", "Ge", "Si", "C", "C", "C", "Si", "C", "C", "C", "H", "H", "H", "H", "H", "H", "H", "H", "H", "H", "H", "H", "H", "H", "H", "H", "H", "H", "H", "H", "H", "H", "H", "H", "H", "H", "H", "I", "C", "H", "H"],
  "xyz": [[-1.09236, -0.31219, -0.01784], [-3.24261, -0.92238, 3.83174], [-2.35576, -0.90144, 2.98900], [-2.49938, -0.51013, 1.79585], [-0.97982, -1.42048, 3.43268], [-0.74321, -1.41523, 4.77765], [0.44031, -1.94676, 5.31402], [1.32521, -2.61048, 4.48108], [1.09826, -2.65788, 3.11711], [-0.01555, -1.95940, 2.50124], [-0.08955, -1.85622, 1.25491], [2.00811, -3.40672, 2.32809], [1.79317, -3.56312, 1.13695], [2.99335, -3.87493, 2.88594], [0.71861, -1.81993, 6.69408], [1.74862, -2.32363, 7.12275], [-0.06268, -1.19355, 7.39309], [-1.49822, -1.01247, 5.43586], [2.19255, -3.11115, 4.88819], [-3.49788, -0.95772, -0.64773], [-3.52041, -1.90582, -0.86272], [-3.63932, -0.89206, 0.31542], [2.96958, -0.98523, -0.20093], [2.49496, -0.27706, -1.89350], [3.44609, 1.34467, -2.24746], [2.83271, -1.49743, -3.32396], [0.13149, 0.11614, -1.99684], [-0.50176, 1.81392, 0.92219], [-2.16928, 2.72867, 1.34169], [0.59063, 1.63990, 2.52362], [0.48401, 3.10880, -0.15197], [-1.24124, 1.41168, -3.49885], [-0.43126, 3.06472, -4.02880], [-1.46647, 0.38301, -5.09790], [-2.91549, 1.72046, -2.62887], [4.03299, -1.18828, -0.11553], [2.43683, -1.91935, -0.04255], [2.68343, -0.31162, 0.60319], [4.48023, 1.13913, -2.49901], [3.44622, 2.00360, -1.38611], [2.99855, 1.88176, -3.07698], [3.88467, -1.74694, -3.41239], [2.50532, -1.07308, -4.26942], [2.28023, -2.41757, -3.16211], [-2.94270, 2.01059, 1.60041], [-2.52316, 3.31943, 0.50002], [-2.02865, 3.39279, 2.19098], [0.28590, 0.78912, 3.12684], [0.48659, 2.53196, 3.13641], [1.64289, 1.51687, 2.27782], [-0.10725, 3.44942, -0.99514], [1.41074, 2.70076, -0.54318], [0.73031, 3.97667, 0.45173], [0.56647, 2.90757, -4.42295], [-0.35006, 3.76519, -3.20572], [-1.01941, 3.54085, -4.80533], [-0.50552, 0.04021, -5.47041], [-1.93725, 0.96615, -5.88370], [-2.07648, -0.49555, -4.91398], [-2.95016, 2.69080, -2.14055], [-3.07943, 0.96191, -1.86132], [-3.74986, 1.66452, -3.32295], [-3.42706, -4.25935, -2.21038], [-0.66192, -1.58957, -2.00454], [-1.63677, -1.77552, -2.43661], [-0.18110, -2.47102, -1.59236]],
  "de_lowest_kj_mol": 117.6,
  "multiplicity": 2,
  "e_homo_ev": [-5.06, -5.05],
  "total_charge": -1,
  "s_squared": 0.7530,
  "homo_lumo_gap_ha": [0.2113, 0.1166]
}